1.
Here is 3 unconnected molecules or ions with the total composition C21H38N3O3 at a distorted geometry from the OMol25 dataset. Energies are from ωB97M-V/def2-TZVPD.

Results
* HOMO level: -0.04587 hartree
* total charge: -1
* 2S+1: 1
* orbital gap: 3.711 eV
* F_max: 1.6 eV Å⁻¹

Bonds (Å) are listed after each position.
Positions of all 65 atoms, in Å:
1 C 3.637 0.442 0.040  C2 1.538, H18 1.092, H19 1.095, H20 1.097
2 C 2.300 0.034 0.680  C1 1.538, C3 1.551, H21 1.107, H22 1.097
3 C 1.078 0.110 -0.271  C2 1.551, N4 1.458, H23 1.112, H24 1.095
4 N 0.888 1.363 -0.991  C3 1.458, C5 1.516, H25 1.012
5 C -0.200 2.275 -0.460  N4 1.516, C6 1.549, C10 1.583
6 C -0.073 2.394 1.080  C5 1.549, C7 1.557, H26 1.113, H27 1.099
7 C -0.762 3.676 1.632  C6 1.557, C8 1.543, H28 1.098, H29 1.102
8 C 0.279 4.579 2.327  C7 1.543, O9 1.439, H30 1.093, H31 1.102
9 O 0.885 3.860 3.417  C8 1.439, H32 0.963
10 C -1.543 1.578 -0.925  C5 1.583, C11 1.517, H33 1.085, H34 1.109
11 C -2.394 0.848 0.097  C10 1.517, C12 1.376, C17 1.410
12 C -3.087 1.451 1.121  C11 1.376, C13 1.378, H35 1.087
13 C -3.845 0.755 2.038  C12 1.378, C14 1.366, H36 1.090
14 C -3.954 -0.605 1.972  C13 1.366, C15 1.517, C16 1.385
15 C -4.753 -1.385 2.999  C14 1.517, H37 1.093, H38 1.095, H39 1.100
16 C -3.303 -1.238 0.926  C14 1.385, C17 1.368, H40 1.092
17 C -2.550 -0.551 0.014  C11 1.410, C16 1.368, H41 1.084
18 H 3.882 -0.115 -0.867  C1 1.092
19 H 4.410 0.304 0.804  C1 1.095
20 H 3.604 1.526 -0.125  C1 1.097
21 H 2.372 -1.023 1.002  C2 1.107
22 H 2.133 0.601 1.605  C2 1.097
23 H 1.261 -0.685 -1.027  C3 1.112
24 H 0.206 -0.225 0.300  C3 1.095
25 H 1.718 1.942 -1.001  N4 1.012
26 H -0.332 1.484 1.665  C6 1.113
27 H 1.000 2.561 1.255  C6 1.099
28 H -1.190 4.224 0.783  C7 1.098
29 H -1.524 3.457 2.397  C7 1.102
30 H 1.039 4.901 1.611  C8 1.093
31 H -0.269 5.417 2.787  C8 1.102
32 H 0.273 3.159 3.666  O9 0.963
33 H -1.325 0.891 -1.735  C10 1.085
34 H -2.180 2.365 -1.379  C10 1.109
35 H -3.045 2.532 1.231  C12 1.087
36 H -4.337 1.303 2.841  C13 1.090
37 H -5.538 -2.006 2.561  C15 1.093
38 H -5.135 -0.684 3.749  C15 1.095
39 H -4.049 -2.033 3.543  C15 1.100
40 H -3.421 -2.323 0.875  C16 1.092
41 H -2.080 -1.128 -0.774  C17 1.084
42 C -2.811 -0.987 -3.261  O43 1.212, N44 1.352, H47 1.104
43 O -1.649 -0.922 -2.922  C42 1.212
44 N -3.293 -0.527 -4.436  C42 1.352, C45 1.446, C46 1.453
45 C -4.692 -0.625 -4.787  N44 1.446, H48 1.094, H49 1.093, H50 1.088
46 C -2.366 0.088 -5.372  N44 1.453, H51 1.091, H52 1.091, H53 1.088
47 H -3.587 -1.431 -2.614  C42 1.104
48 H -4.804 -1.214 -5.702  C45 1.094
49 H -5.101 0.375 -4.955  C45 1.093
50 H -5.252 -1.105 -3.986  C45 1.088
51 H -1.590 -0.630 -5.643  C46 1.091
52 H -1.888 0.948 -4.901  C46 1.091
53 H -2.898 0.408 -6.266  C46 1.088
54 C 5.828 -2.209 0.161  O55 1.213, N56 1.351, H59 1.103
55 O 6.415 -1.166 0.357  C54 1.213
56 N 5.814 -3.260 1.010  C54 1.351, C57 1.448, C58 1.451
57 C 5.091 -4.479 0.713  N56 1.448, H60 1.092, H61 1.093, H62 1.088
58 C 6.547 -3.157 2.258  N56 1.451, H63 1.091, H64 1.091, H65 1.088
59 H 5.241 -2.384 -0.757  C54 1.103
60 H 4.338 -4.659 1.484  C57 1.092
61 H 5.786 -5.323 0.689  C57 1.093
62 H 4.595 -4.401 -0.252  C57 1.088
63 H 6.163 -2.317 2.840  C58 1.091
64 H 7.602 -2.976 2.050  C58 1.091
65 H 6.439 -4.076 2.830  C58 1.088

2.
Here is 4 unconnected molecules or ions with the total composition C29H45BrClN2O13P at a distorted geometry from the OMol25 dataset. Energies are from ωB97M-V/def2-TZVPD.

Results
* HOMO level: -0.29398 hartree
* total charge: 0
* 2S+1: 1
* orbital gap: 6.965 eV
* F_max: 4.2 eV Å⁻¹

Bonds (Å) are listed after each position.
Positions of all 92 atoms, in Å:
1 C 2.580 2.241 1.390  C2 1.598, H30 1.112, H31 1.128, H32 1.128
2 C 1.341 2.752 0.521  C1 1.598, C3 1.588, H33 1.117, H34 1.118
3 C 0.108 1.839 0.926  C2 1.588, Br4 1.984, C5 1.573, H35 1.123
4 Br -1.071 2.947 2.074  C3 1.984
5 C -0.624 1.149 -0.283  C3 1.573, C6 1.600, C13 1.593, C25 1.594
6 C -2.082 0.628 0.122  C5 1.600, C7 1.578, H36 1.128, H37 1.128
7 C -2.059 -0.302 1.397  C6 1.578, C8 1.578, H38 1.120, H39 1.128
8 C -3.063 -1.502 1.189  C7 1.578, C9 1.572, H40 1.123, H41 1.126
9 C -2.476 -2.888 1.641  C8 1.572, O10 1.456, H42 1.125, H43 1.128
10 O -2.067 -2.811 3.035  C9 1.456, C11 1.411
11 C -0.674 -3.042 3.040  O10 1.411, O12 1.194, H44 1.123
12 O -0.279 -4.040 3.563  C11 1.194
13 C -1.017 2.099 -1.500  C5 1.593, C14 1.574, N17 1.297
14 C -1.939 3.370 -1.388  C13 1.574, C15 1.564, H45 1.125, H46 1.126
15 C -1.158 4.700 -1.650  C14 1.564, N16 1.272, H47 1.128
16 N 0.094 4.777 -1.440  C15 1.272, H48 1.024
17 N -0.583 1.786 -2.681  C13 1.297, C18 1.473, C21 1.509
18 C -0.784 2.464 -3.974  N17 1.473, C19 1.575, H49 1.125, H50 1.125
19 C -2.265 2.468 -4.510  C18 1.575, O20 1.434, H51 1.132, H52 1.119
20 O -2.401 1.785 -5.764  C19 1.434, H53 0.973
21 C 0.281 0.552 -2.593  N17 1.509, P22 1.919, C25 1.579, H54 1.134
22 P 0.021 -0.815 -3.914  C21 1.919, O23 1.712, Cl24 2.123
23 O 0.799 -0.338 -5.362  P22 1.712, H55 0.976
24 Cl -2.063 -1.014 -4.263  P22 2.123
25 C 0.230 0.072 -1.090  C5 1.594, C21 1.579, O26 1.448, C27 1.606
26 O 1.635 -0.005 -0.751  C25 1.448, H56 0.973
27 C -0.199 -1.464 -0.896  C25 1.606, O28 1.247, O29 1.281
28 O -1.296 -1.901 -1.294  C27 1.247
29 O 0.645 -2.256 -0.346  C27 1.281
30 H 3.538 2.703 1.063  C1 1.112
31 H 2.319 2.474 2.462  C1 1.128
32 H 2.597 1.115 1.338  C1 1.128
33 H 1.562 2.757 -0.574  C2 1.117
34 H 1.159 3.808 0.841  C2 1.118
35 H 0.478 1.006 1.583  C3 1.123
36 H -2.786 1.486 0.319  C6 1.128
37 H -2.511 0.119 -0.788  C6 1.128
38 H -2.292 0.322 2.298  C7 1.120
39 H -1.012 -0.696 1.542  C7 1.128
40 H -3.332 -1.614 0.105  C8 1.123
41 H -4.020 -1.229 1.716  C8 1.126
42 H -3.268 -3.679 1.522  C9 1.125
43 H -1.599 -3.109 0.967  C9 1.128
44 H 0.008 -2.303 2.540  C11 1.123
45 H -2.836 3.293 -2.061  C14 1.125
46 H -2.369 3.471 -0.352  C14 1.126
47 H -1.663 5.621 -2.064  C15 1.128
48 H 0.458 5.709 -1.659  N16 1.024
49 H -0.153 2.028 -4.797  C18 1.125
50 H -0.439 3.531 -3.882  C18 1.125
51 H -2.529 3.547 -4.727  C19 1.132
52 H -3.029 2.114 -3.773  C19 1.119
53 H -3.254 1.317 -5.759  O20 0.973
54 H 1.269 0.976 -2.953  C21 1.134
55 H 1.561 0.205 -5.084  O23 0.976
56 H 2.095 0.797 -1.052  O26 0.973
57 O -5.445 -5.250 -4.219  C58 1.198
58 C -4.357 -5.491 -4.658  O57 1.198, O59 1.361, C62 1.510
59 O -4.126 -6.394 -5.649  C58 1.361, C60 1.435
60 C -2.713 -6.522 -5.862  O59 1.435, C61 1.515, H63 1.093, H64 1.090
61 C -2.110 -5.242 -5.321  C60 1.515, C62 1.519, H65 1.090, H66 1.093
62 C -3.053 -4.894 -4.183  C58 1.510, C61 1.519, H67 1.092, H68 1.088
63 H -2.359 -7.407 -5.326  C60 1.093
64 H -2.514 -6.652 -6.926  C60 1.090
65 H -1.070 -5.352 -5.012  C61 1.090
66 H -2.152 -4.460 -6.085  C61 1.093
67 H -2.760 -5.377 -3.249  C62 1.092
68 H -3.141 -3.818 -4.048  C62 1.088
69 O 3.582 5.654 -0.013  C70 1.200
70 C 4.635 5.651 0.561  O69 1.200, O71 1.358, C74 1.510
71 O 4.992 4.711 1.474  C70 1.358, C72 1.436
72 C 6.261 5.058 2.051  O71 1.436, C73 1.515, H75 1.093, H76 1.089
73 C 6.918 5.978 1.042  C72 1.515, C74 1.519, H77 1.090, H78 1.093
74 C 5.725 6.687 0.425  C70 1.510, C73 1.519, H79 1.092, H80 1.088
75 H 6.084 5.551 3.010  C72 1.093
76 H 6.844 4.154 2.222  C72 1.089
77 H 7.650 6.652 1.487  C73 1.090
78 H 7.429 5.385 0.278  C73 1.093
79 H 5.442 7.577 0.990  C74 1.092
80 H 5.900 6.935 -0.620  C74 1.088
81 O 1.224 -3.656 10.191  C82 1.199
82 C 0.929 -3.899 9.055  O81 1.199, O83 1.358, C86 1.511
83 O 1.668 -3.511 7.983  C82 1.358, C84 1.438
84 C 0.981 -3.865 6.771  O83 1.438, C85 1.514, H87 1.093, H88 1.089
85 C 0.035 -4.981 7.160  C84 1.514, C86 1.519, H89 1.090, H90 1.093
86 C -0.314 -4.624 8.595  C82 1.511, C85 1.519, H91 1.092, H92 1.088
87 H 0.452 -2.983 6.400  C84 1.093
88 H 1.703 -4.184 6.021  C84 1.089
89 H -0.829 -5.061 6.502  C85 1.090
90 H 0.563 -5.938 7.138  C85 1.093
91 H -1.164 -3.941 8.649  C86 1.092
92 H -0.496 -5.510 9.199  C86 1.088